[1]
{
  "formula": "C3H14N2O2",
  "method": "wB97M-V/def2-TZVPD",
  "e_lumo_ev": 0.64,
  "molar_mass_da": 110.16,
  "de_lowest_kj_mol": 97.8,
  "spin_multiplicity": 1,
  "gap_ev": 9.626,
  "homo_energy_ha": -0.3303,
  "smiles": "NCCCN.O.O",
  "species": ["C", "C", "C", "N", "N", "H", "H", "H", "H", "H", "H", "H", "H", "H", "H", "H", "H", "O", "H", "H", "O"],
  "positions_angstrom": [[-0.464347, 2.240812, 0.069500], [-0.853543, 1.236232, -1.033214], [0.352251, 0.616386, -1.720069], [-0.090131, -0.477695, -2.602949], [-0.403745, 3.594446, -0.459071], [-1.139768, 2.243747, 0.917751], [0.532468, 1.914695, 0.409198], [-1.344233, 0.376055, -0.559208], [-1.602422, 1.657613, -1.700590], [0.993157, 0.160002, -0.965591], [0.958756, 1.322624, -2.289818], [-0.505762, -0.118508, -3.459709], [0.682876, -1.072299, -2.872558], [-0.537363, 4.348653, 0.193885], [0.286183, 3.836410, -1.148513], [-0.473619, -2.379291, -0.960220], [-0.919589, -1.744267, 0.306733], [-1.154157, -2.470683, -0.281994], [1.898615, -2.979232, 5.099459], [2.715013, -4.129773, 4.505713], [2.182210, -3.886829, 5.267170]],
  "forces_ev_per_a": [[1.0, 0.2, -1.1], [-0.2, -0.5, 1.1], [-0.2, -0.4, -0.8], [-0.1, -0.1, 0.0], [-0.8, 0.5, -0.1], [-0.2, -0.1, 0.0], [-0.2, 0.0, 0.4], [-0.1, 0.1, 0.0], [0.2, 0.2, -0.2], [0.1, 0.1, 0.1], [0.1, 0.4, 0.2], [0.1, -0.1, 0.2], [0.1, 0.1, -0.1], [0.1, -0.2, 0.1], [0.2, -0.3, 0.1], [-0.3, 0.0, -0.3], [-0.3, -0.1, 0.1], [0.4, 0.1, 0.2], [0.1, -0.2, 0.0], [0.0, 0.0, -0.1], [-0.1, 0.2, 0.0]]
}

[2]
{
  "formula": "C23H27N3O6S",
  "method": "wB97M-V/def2-TZVPD",
  "e_lumo_ev": -0.21,
  "molar_mass_da": 473.55,
  "de_lowest_kj_mol": 161.0,
  "spin_multiplicity": 1,
  "gap_ev": 8.026,
  "homo_energy_ha": -0.3027,
  "smiles": "CCOc1ccc(N(C)S(=O)(=O)c2ccc3[nH]cc(C(=O)NCCCOC)c(=O)c3c2)cc1",
  "species": ["C", "C", "H", "H", "O", "C", "C", "C", "C", "C", "C", "H", "H", "N", "S", "O", "O", "C", "C", "C", "C", "C", "C", "H", "H", "N", "C", "C", "C", "O", "C", "O", "N", "H", "C", "C", "C", "O", "C", "H", "H", "H", "H", "H", "H", "H", "H", "H", "H", "H", "H", "C", "H", "H", "H", "H", "H", "H", "H", "H"],
  "positions_angstrom": [[-2.615216, 2.133627, -2.956796], [-1.851304, 1.958426, -1.647756], [-0.771724, 1.891254, -1.823001], [-2.045945, 2.811858, -0.992230], [-2.294525, 0.839782, -0.900340], [-1.830259, -0.398428, -1.207427], [-2.258273, -1.425765, -0.365235], [-1.787177, -2.712628, -0.514846], [-0.872352, -3.013297, -1.521815], [-0.502803, -2.006512, -2.406409], [-0.969462, -0.713721, -2.254613], [-0.630466, 0.038833, -2.946752], [0.189475, -2.242392, -3.197872], [-0.241554, -4.269602, -1.635720], [1.431939, -4.169028, -1.377336], [1.892684, -5.477811, -1.022029], [2.043483, -3.511699, -2.487564], [1.451734, -3.079558, 0.046954], [1.453603, -1.721363, -0.160797], [1.121282, -0.851064, 0.879707], [0.832241, -1.391984, 2.144602], [0.892821, -2.775733, 2.352400], [1.177216, -3.615242, 1.299601], [1.204829, -4.686649, 1.422207], [0.690342, -3.174350, 3.335871], [0.485838, -0.546450, 3.164015], [0.417188, 0.784588, 2.976137], [0.670243, 1.389236, 1.783903], [1.025997, 0.595958, 0.619795], [1.223723, 1.053911, -0.504036], [0.554316, 2.883138, 1.772373], [0.208619, 3.494993, 2.772199], [0.885832, 3.475084, 0.614603], [1.093032, 2.878326, -0.180741], [0.802631, 4.906375, 0.456074], [-0.566264, 5.344616, -0.079992], [-0.807102, 6.858509, 0.050432], [-1.614498, 7.217747, 1.144247], [-1.030024, 7.014230, 2.411373], [-0.890264, 5.953328, 2.640065], [-1.722095, 7.444922, 3.132895], [-0.064658, 7.530684, 2.484981], [-1.358065, 7.225249, -0.819056], [0.158136, 7.387114, 0.099914], [-0.652071, 5.046098, -1.126022], [-1.347397, 4.830494, 0.483381], [0.974065, 5.344366, 1.442122], [1.594831, 5.232025, -0.222680], [0.145250, 1.398340, 3.824378], [0.276770, -0.940977, 4.070823], [1.697677, -1.317343, -1.129682], [-0.878077, -5.423764, -1.047716], [-0.278932, -6.290134, -1.315916], [-0.942754, -5.368897, 0.044736], [-1.879047, -5.525656, -1.465362], [-2.125196, -3.475149, 0.168883], [-2.952824, -1.182986, 0.423890], [-2.269387, 3.030300, -3.463880], [-2.470817, 1.279143, -3.612958], [-3.678423, 2.232269, -2.752444]],
  "forces_ev_per_a": [[0.1, -0.2, 0.4], [0.0, 0.4, -0.3], [-0.1, 0.0, 0.1], [0.1, -0.1, -0.1], [-0.1, -0.3, 0.1], [0.0, -0.2, 0.1], [0.0, 0.2, -0.1], [0.1, -0.1, -0.1], [-0.4, 0.7, -0.4], [-0.3, -0.1, 0.0], [-0.1, 0.3, 0.1], [0.0, 0.1, 0.0], [0.0, 0.0, -0.1], [1.1, -0.1, -0.1], [-0.1, 0.0, 0.3], [-0.2, -0.1, 0.3], [-0.1, 0.3, 0.0], [0.1, -0.3, -0.6], [0.2, 0.1, 0.1], [0.0, -0.3, 0.1], [0.2, -0.2, -0.6], [0.0, 0.0, -0.1], [0.0, 0.0, 0.2], [0.0, -0.1, 0.1], [0.0, -0.1, 0.1], [-0.1, 0.0, 0.4], [0.0, 0.3, -0.2], [0.0, 0.0, 0.1], [-0.1, 0.0, 0.3], [0.1, -0.1, -0.2], [0.1, -0.3, -0.2], [-0.2, 0.2, 0.3], [0.1, 0.0, -0.3], [0.0, -0.1, 0.2], [-0.3, 0.1, 0.1], [0.2, 0.3, 0.2], [-0.1, -0.2, -0.3], [-0.1, 0.1, 0.0], [0.0, 0.0, 0.0], [0.0, 0.0, 0.0], [0.1, 0.0, 0.1], [0.0, 0.0, 0.0], [0.2, 0.0, 0.0], [0.0, 0.0, 0.0], [0.0, 0.0, 0.0], [0.0, 0.0, 0.0], [0.1, 0.1, -0.2], [0.0, 0.0, 0.1], [0.0, 0.0, 0.0], [0.0, 0.1, -0.2], [0.0, 0.1, -0.1], [0.0, -0.5, 0.2], [-0.2, -0.1, 0.1], [-0.1, 0.0, 0.0], [0.0, 0.0, 0.0], [0.0, -0.1, 0.1], [-0.1, 0.0, 0.1], [0.0, 0.1, -0.1], [0.0, 0.0, -0.1], [-0.1, 0.0, 0.0]]
}

[3]
{
  "formula": "C4H9NO",
  "method": "wB97M-V/def2-TZVPD",
  "e_lumo_ev": 0.97,
  "molar_mass_da": 87.12,
  "de_lowest_kj_mol": 231.6,
  "spin_multiplicity": 1,
  "gap_ev": 10.143,
  "homo_energy_ha": -0.3371,
  "smiles": "C=NC.CC=O",
  "species": ["C", "N", "C", "C", "O", "C", "H", "H", "H", "H", "H", "H", "H", "H", "H"],
  "positions_angstrom": [[2.013241, 0.497140, -0.107780], [0.851938, 0.260075, 0.318979], [0.624281, 0.334900, 1.743939], [-1.409089, 0.215099, -0.659968], [-2.026626, 0.468307, 0.349894], [-1.477636, -1.082654, -1.389234], [2.876355, 0.523503, 0.562562], [-0.778016, 0.935594, -1.213634], [2.181361, 0.739454, -1.159882], [0.047118, 1.256224, 1.875630], [1.556924, 0.410417, 2.320006], [0.004124, -0.482759, 2.118730], [-2.161404, -1.767606, -0.886022], [-0.466339, -1.490239, -1.484292], [-1.836232, -0.817455, -2.388928]],
  "forces_ev_per_a": [[0.0, 0.0, 0.1], [0.6, 0.3, -0.1], [0.0, 0.0, 0.2], [-0.3, 0.1, 0.0], [0.2, 0.1, -0.4], [-0.1, 0.0, 0.0], [0.1, 0.3, 0.0], [-0.4, 0.4, 0.3], [0.0, -0.5, 0.0], [0.0, -0.2, 0.2], [-0.1, -0.1, 0.0], [0.1, 0.0, -0.2], [0.1, -0.1, -0.2], [-0.2, -0.1, 0.0], [0.0, -0.3, 0.0]]
}